[1]
ORCA calculation (ωB97M-V/def2-TZVPD) on C58H56GeN4O4P2Pt as an isolated structure.

The maximum force comes out at 0.67 eV/A. The value obtained for the energy above the lowest of the compared OMol25 structures with the same formula, charge and spin is 0.0000 eV. As for the expectation value of S²: 3.76. Its total energy is -5642.42792 Ha. The value obtained for the HOMO energy (spin up / spin down) is -8.83 / -10.78 eV. For the molar mass, the calculation gives 1202.7 g/mol. As for the gap between HOMO and LUMO (spin up / spin down): 0.24681 / 0.24335 Eh.

```
! wB97M-V def2-TZVPD RIJCOSX def2/J DEFGRID3
* xyz 1 4
Pt -0.19 0.44 0.09
C -2.00 3.56 -0.76
C -0.59 4.04 -0.43
P 0.65 2.69 -0.53
C 2.04 3.49 0.32
C 2.65 4.62 -0.23
C 3.64 5.29 0.47
C 4.01 4.84 1.74
C 3.39 3.74 2.30
C 2.40 3.07 1.60
C 1.02 2.51 -2.30
C 2.29 2.75 -2.83
C 2.54 2.50 -4.17
C 1.54 2.02 -4.99
C 0.28 1.76 -4.47
C 0.03 1.99 -3.12
P -2.31 2.02 0.19
C -2.20 2.65 1.89
C -3.11 3.61 2.34
C -2.99 4.15 3.61
C -1.96 3.74 4.45
C -1.04 2.80 4.00
C -1.17 2.25 2.73
C -4.10 1.76 -0.05
C -4.92 1.32 0.99
C -6.28 1.16 0.79
C -6.85 1.42 -0.45
C -6.03 1.82 -1.50
C -4.67 1.99 -1.31
H -2.10 3.37 -1.83
H -2.76 4.30 -0.49
H -0.56 4.40 0.60
H -0.27 4.86 -1.08
H 2.35 4.99 -1.20
H 4.12 6.15 0.04
H 4.79 5.36 2.28
H 3.67 3.41 3.29
H 1.90 2.22 2.05
H 3.10 3.09 -2.19
H 3.53 2.69 -4.57
H 1.74 1.82 -6.04
H -0.50 1.35 -5.10
H -0.94 1.74 -2.72
H -3.93 3.93 1.71
H -3.71 4.89 3.95
H -1.86 4.17 5.44
H -0.23 2.48 4.64
H -0.44 1.52 2.40
H -4.50 1.15 1.97
H -6.91 0.85 1.62
H -7.91 1.31 -0.60
H -6.46 2.02 -2.48
H -4.06 2.31 -2.14
C -5.15 -1.59 -1.15
C -3.89 -1.26 -1.93
N -2.84 -0.86 -1.00
C -2.77 -1.23 0.31
N -1.73 -0.82 1.00
C -1.58 -1.26 2.39
C -2.94 -1.41 3.05
C -3.77 -2.37 2.23
N -3.79 -1.95 0.83
C -4.79 -2.55 -0.04
H -5.90 -2.02 -1.81
H -5.57 -0.68 -0.71
H -4.06 -0.43 -2.62
H -3.56 -2.12 -2.51
H -1.95 -0.61 -1.40
H -0.97 -0.53 2.91
H -1.05 -2.21 2.42
H -3.43 -0.44 3.11
H -2.83 -1.80 4.07
H -4.81 -2.40 2.57
H -3.36 -3.39 2.30
H -5.66 -2.78 0.58
H -4.42 -3.50 -0.45
C 5.24 -2.41 -2.17
C 4.93 -2.97 -0.95
C 3.63 -2.89 -0.46
C 2.63 -2.25 -1.18
C 2.96 -1.68 -2.41
C 4.26 -1.75 -2.91
Ge 0.78 -2.28 -0.56
C -0.17 -3.35 -1.92
C 0.54 -3.99 -2.93
C -0.09 -4.86 -3.81
C -1.45 -5.11 -3.70
C -2.17 -4.49 -2.69
C -1.54 -3.63 -1.81
C 0.73 -3.41 1.05
C 0.19 -4.69 0.96
C 0.21 -5.57 2.04
C 0.79 -5.18 3.24
C 1.34 -3.91 3.35
C 1.31 -3.04 2.27
H 6.25 -2.47 -2.56
H 5.69 -3.48 -0.37
H 3.40 -3.34 0.50
H 2.21 -1.15 -2.99
H 4.50 -1.30 -3.86
H 1.61 -3.83 -3.03
H 0.49 -5.35 -4.58
H -1.94 -5.78 -4.39
H -3.23 -4.70 -2.58
H -2.11 -3.20 -0.99
H -0.26 -5.03 0.03
H -0.21 -6.56 1.93
H 0.82 -5.86 4.08
H 1.79 -3.60 4.28
H 1.74 -2.05 2.39
O 1.63 0.04 1.48
C 2.48 0.37 0.59
O 2.12 0.69 -0.57
C 3.92 0.45 0.94
C 4.37 0.18 2.23
C 5.73 0.22 2.51
C 6.64 0.52 1.51
C 6.16 0.79 0.24
C 4.82 0.77 -0.07
N 7.12 1.08 -0.84
O 6.67 1.55 -1.87
O 8.29 0.85 -0.63
H 3.65 -0.07 2.99
H 6.08 0.02 3.51
H 7.70 0.53 1.69
H 4.48 0.98 -1.07
*
```

Mulliken population analysis, charges in e, atoms 1 to 2: atom 1 (Pt): 3.24, atom 2 (C): -1.22


[2]
ORCA calculation (ωB97M-V/def2-TZVPD) on a 11-piece molecular cluster, C58H68F21N2O14 overall in a non-equilibrium geometry.

The maximum force comes out at 5.81 eV/A. Its total energy is -5510.55980 Ha. The value obtained for the HOMO energy is -9.14 eV. For the molar mass, the calculation gives 1416.1 g/mol. As for the gap between HOMO and LUMO: 0.14333 Eh.

```
! wB97M-V def2-TZVPD RIJCOSX def2/J DEFGRID3
* xyz 1 1
C 29.18 -8.48 -5.94
N 29.48 -9.94 -5.50
C 28.68 -10.95 -6.02
C 28.94 -12.29 -5.77
C 29.98 -12.60 -4.93
C 30.79 -11.62 -4.41
C 30.56 -10.25 -4.75
C 30.46 -14.02 -4.72
C 29.56 -15.09 -4.60
C 30.00 -16.34 -4.21
N 31.27 -16.58 -3.92
C 32.19 -15.61 -3.94
C 31.84 -14.32 -4.45
C 31.69 -17.92 -3.56
H 29.14 -7.78 -5.11
H 28.37 -8.52 -6.67
H 30.08 -8.24 -6.52
H 27.97 -10.67 -6.78
H 28.37 -13.11 -6.19
H 31.69 -11.78 -3.84
H 31.23 -9.43 -4.53
H 28.50 -14.97 -4.73
H 29.32 -17.16 -4.02
H 33.20 -15.80 -3.62
H 32.55 -13.51 -4.55
H 32.67 -17.93 -3.09
H 31.73 -18.51 -4.48
H 31.01 -18.43 -2.89
C 25.29 -15.53 -6.35
O 23.92 -15.00 -6.30
O 26.05 -14.39 -6.07
C 25.46 -16.95 -5.56
F 24.98 -18.05 -6.22
F 26.69 -17.35 -5.32
F 24.86 -16.97 -4.36
C 22.91 -15.81 -6.99
C 21.64 -14.95 -7.24
H 20.71 -15.52 -7.24
H 21.52 -14.11 -6.55
H 21.70 -14.52 -8.24
H 22.68 -16.70 -6.42
H 23.13 -16.20 -7.99
H 25.49 -15.71 -7.41
C 28.62 -19.52 -4.84
C 29.02 -19.16 -6.13
C 30.13 -19.73 -6.75
C 30.85 -20.76 -6.08
C 30.42 -21.11 -4.76
C 29.29 -20.54 -4.21
H 27.67 -19.23 -4.42
H 28.42 -18.55 -6.79
H 30.43 -19.54 -7.77
H 31.76 -21.10 -6.53
H 31.05 -21.84 -4.27
H 29.02 -20.84 -3.21
C 25.38 -14.40 -1.47
C 26.34 -14.02 -2.46
C 27.14 -12.86 -2.37
C 26.79 -12.03 -1.32
C 25.82 -12.29 -0.38
C 25.14 -13.49 -0.42
H 24.84 -15.33 -1.57
H 26.50 -14.69 -3.28
H 27.84 -12.63 -3.17
H 27.28 -11.07 -1.24
H 25.69 -11.64 0.47
H 24.48 -13.78 0.39
C 18.33 -15.71 -4.22
C 17.93 -16.98 -4.60
C 16.84 -17.55 -4.07
C 16.05 -16.83 -3.15
C 16.49 -15.59 -2.72
C 17.65 -14.97 -3.26
H 19.26 -15.33 -4.62
H 18.51 -17.53 -5.32
H 16.54 -18.57 -4.27
H 15.22 -17.32 -2.66
H 15.93 -15.06 -1.96
H 17.97 -14.02 -2.84
C 27.39 -11.81 -9.93
C 26.25 -12.54 -9.22
O 25.96 -13.79 -9.89
C 24.80 -14.03 -10.46
O 23.89 -13.21 -10.66
C 24.63 -15.55 -10.87
F 24.33 -15.52 -12.11
F 25.71 -16.25 -10.76
F 23.60 -16.07 -10.22
H 28.36 -12.23 -9.65
H 27.31 -10.73 -9.87
H 27.24 -11.98 -11.00
H 25.43 -11.84 -9.06
H 26.45 -12.84 -8.19
C 19.69 -7.94 -4.85
C 20.26 -9.33 -4.94
O 19.32 -10.10 -5.70
C 19.35 -11.44 -5.63
O 20.16 -12.14 -4.92
C 18.42 -12.14 -6.62
F 17.31 -11.51 -6.88
F 19.03 -12.32 -7.82
F 18.12 -13.33 -6.17
H 19.49 -7.65 -5.88
H 20.35 -7.19 -4.41
H 18.71 -7.91 -4.38
H 20.47 -9.63 -3.91
H 21.16 -9.37 -5.55
C 20.04 -13.79 -11.17
C 18.53 -13.79 -11.54
O 17.99 -15.13 -11.60
C 17.54 -15.84 -10.51
O 17.39 -15.34 -9.42
C 17.15 -17.33 -10.90
F 17.65 -17.72 -12.10
F 17.36 -18.11 -9.81
F 15.77 -17.41 -11.01
H 20.15 -14.09 -10.13
H 20.49 -12.82 -11.33
H 20.78 -14.45 -11.61
H 18.36 -13.16 -12.41
H 17.95 -13.24 -10.80
C 21.75 -17.48 -3.51
C 21.78 -16.01 -3.90
O 21.24 -15.17 -2.89
C 21.58 -13.89 -2.74
O 22.50 -13.26 -3.35
C 20.74 -13.21 -1.58
F 20.06 -14.03 -0.73
F 21.51 -12.45 -0.76
F 19.80 -12.42 -2.09
H 22.27 -17.61 -2.56
H 22.28 -18.05 -4.27
H 20.78 -17.96 -3.36
H 21.42 -15.71 -4.89
H 22.82 -15.72 -4.04
C 24.96 -19.79 -11.71
C 24.29 -19.70 -10.31
O 23.08 -19.13 -10.45
C 22.15 -19.05 -9.48
O 22.27 -19.39 -8.32
C 20.81 -18.40 -9.83
F 20.46 -17.45 -8.96
F 20.78 -17.92 -11.10
F 19.86 -19.31 -9.75
H 25.22 -18.80 -12.09
H 24.26 -20.26 -12.40
H 25.83 -20.44 -11.72
H 24.93 -19.16 -9.61
H 24.27 -20.67 -9.81
C 28.34 -16.94 -9.06
C 29.00 -15.90 -8.20
O 30.30 -15.55 -8.75
C 31.39 -16.14 -8.25
O 31.32 -16.93 -7.30
C 32.70 -15.84 -9.03
F 33.43 -15.09 -8.22
F 33.29 -17.03 -9.25
F 32.50 -15.28 -10.19
H 28.98 -17.82 -9.11
H 28.17 -16.63 -10.09
H 27.45 -17.38 -8.61
H 29.03 -16.34 -7.20
H 28.43 -14.97 -8.16
*
```

Mulliken population analysis, charges in e, atoms 1 to 2: atom 1 (C): -0.89, atom 2 (N): 0.10


[3]
ORCA calculation (ωB97M-V/def2-TZVPD) on C58H70N2O10Sn as an isolated structure in a non-equilibrium geometry.

The maximum force comes out at 3.40 eV/A. The value obtained for the energy above the lowest of the compared OMol25 structures with the same formula, charge and spin is 2.4051 eV. Its total energy is -3328.51411 Ha. The value obtained for the HOMO energy is -1.77 eV. For the molar mass, the calculation gives 1073.9 g/mol. As for the gap between HOMO and LUMO: 0.20929 Eh.

```
! wB97M-V def2-TZVPD RIJCOSX def2/J DEFGRID3
* xyz -2 1
Sn 0.31 0.26 0.66
C -0.59 -3.33 2.48
O -0.95 -2.40 1.47
C -1.87 -2.93 0.59
C -1.46 -3.93 -0.30
C 0.00 -4.13 -0.61
C 0.29 -3.52 -1.96
C 0.16 -4.29 -3.10
C 0.37 -3.78 -4.38
C 0.75 -2.45 -4.46
C 0.90 -1.64 -3.34
C 1.28 -0.19 -3.49
C 0.03 0.64 -3.67
C -0.66 0.60 -4.88
C -1.87 1.26 -5.05
C -2.44 1.87 -3.93
C -1.77 1.94 -2.72
C -2.45 2.57 -1.52
C -3.50 1.67 -0.92
C -4.84 1.98 -1.00
C -5.83 1.23 -0.35
C -5.39 0.15 0.41
C -4.05 -0.19 0.51
C -3.60 -1.31 1.43
C -3.20 -2.53 0.65
C -4.15 -3.30 -0.02
C -3.80 -4.42 -0.77
C -2.44 -4.67 -0.95
C -4.83 -5.39 -1.33
C -4.70 -5.46 -2.86
C -6.27 -4.99 -0.99
C -4.57 -6.78 -0.73
C -3.05 0.54 -0.18
O -1.80 0.23 -0.16
C -7.29 1.66 -0.44
C -7.75 1.71 -1.90
C -8.23 0.72 0.32
C -7.45 3.07 0.18
C -0.49 1.40 -2.62
O 0.29 1.64 -1.50
C 1.22 2.69 -1.71
C -2.59 1.32 -6.40
C -3.94 0.60 -6.29
C -1.78 0.67 -7.52
C -2.82 2.79 -6.78
C 0.65 -2.14 -2.03
O 0.79 -1.39 -1.00
C 0.14 -4.68 -5.60
C 1.06 -5.91 -5.55
C -1.33 -5.15 -5.60
C 0.38 -3.93 -6.92
H -1.33 -3.32 3.29
H 0.37 -3.03 2.87
H -0.53 -4.35 2.08
H 0.26 -5.19 -0.61
H 0.61 -3.60 0.12
H -0.12 -5.33 -2.98
H 0.96 -2.00 -5.43
H 1.95 -0.06 -4.35
H 1.79 0.10 -2.57
H -0.23 0.02 -5.68
H -3.42 2.32 -4.00
H -2.90 3.52 -1.80
H -1.69 2.74 -0.75
H -5.13 2.86 -1.58
H -6.10 -0.45 0.96
H -4.42 -1.55 2.12
H -2.75 -0.95 2.00
H -5.18 -3.00 0.07
H -2.11 -5.46 -1.62
H -4.89 -4.48 -3.30
H -5.42 -6.17 -3.28
H -3.70 -5.77 -3.16
H -6.52 -4.02 -1.42
H -6.41 -4.94 0.09
H -6.96 -5.73 -1.39
H -3.58 -7.15 -1.01
H -5.32 -7.50 -1.07
H -4.61 -6.73 0.36
H -7.66 0.73 -2.36
H -7.15 2.41 -2.48
H -8.80 2.03 -1.97
H -8.17 -0.30 -0.08
H -9.26 1.07 0.22
H -7.99 0.70 1.38
H -6.89 3.81 -0.39
H -7.07 3.08 1.20
H -8.50 3.36 0.18
H 0.71 3.65 -1.80
H 1.82 2.52 -2.61
H 1.87 2.70 -0.84
H -3.77 -0.46 -6.05
H -4.50 0.66 -7.23
H -4.55 1.02 -5.49
H -1.64 -0.40 -7.33
H -0.81 1.14 -7.63
H -2.32 0.77 -8.47
H -3.49 3.28 -6.07
H -3.27 2.86 -7.77
H -1.88 3.34 -6.78
H 0.87 -6.49 -4.65
H 2.11 -5.60 -5.54
H 0.89 -6.55 -6.42
H -1.56 -5.69 -4.69
H -1.53 -5.80 -6.46
H -1.99 -4.28 -5.65
H 1.42 -3.61 -7.01
H -0.26 -3.05 -6.97
H 0.14 -4.58 -7.76
O -1.41 3.81 3.30
C -0.80 3.04 2.54
O -0.97 1.81 2.34
C 0.41 3.60 1.77
C 0.74 4.95 1.74
C 1.90 5.33 1.09
C 2.71 4.36 0.51
C 2.28 3.04 0.54
N 1.15 2.69 1.15
C 3.07 1.89 -0.12
O 4.26 2.14 -0.39
O 2.40 0.85 -0.36
H 0.08 5.66 2.23
H 2.19 6.38 1.03
H 3.65 4.59 0.03
O -0.67 -0.29 4.25
C 0.63 -0.13 4.29
O 1.37 -0.62 3.47
C 1.19 0.63 5.51
N 0.10 1.17 6.33
C 0.31 2.62 6.51
C 1.06 3.01 5.24
C 2.03 1.84 5.07
H 1.80 -0.10 6.04
H -0.02 0.69 7.21
H -1.07 0.37 4.85
H 0.92 2.84 7.39
H -0.65 3.13 6.61
H 1.56 3.97 5.34
H 0.37 3.06 4.41
H 2.89 1.96 5.74
H 2.39 1.72 4.05
*
```

Mulliken population analysis, charges in e, atoms 1 to 2: atom 1 (Sn): 3.07, atom 2 (C): -1.15


Q: molar mass of number 1 (C58H56GeN4O4P2Pt)?
A: 1202.7 g/mol